Entry 1:
{
  "formula": "C6H10O",
  "method": "ωB97M-V/def2-TZVPD",
  "species": ["O", "C", "C", "C", "C", "C", "C", "H", "H", "H", "H", "H", "H", "H", "H", "H", "H"],
  "coordinates": [[-0.74594, -0.83631, 0.71532], [0.10540, 0.29519, 0.96032], [-1.14901, -0.19990, -1.58159], [-0.50000, 0.94658, -1.41580], [0.42519, 1.18753, -0.25883], [1.34837, -0.29130, 1.64586], [-1.03778, -1.30160, -0.57969], [-0.48202, 0.90307, 1.65983], [-1.99531, -1.82709, -0.49118], [0.39033, 2.24655, 0.03683], [-1.78246, -0.36759, -2.44748], [-0.60994, 1.74224, -2.14568], [1.22606, -1.35575, 1.44314], [-0.31318, -2.06091, -0.92927], [2.31284, 0.04585, 1.24319], [1.46232, 1.02784, -0.58694], [1.34514, -0.15440, 2.73199]],
  "nbo_charge": [-0.5401, 0.1065, -0.2192, -0.1813, -0.4718, -0.6402, -0.0978, 0.1819, 0.1931, 0.2216, 0.2091, 0.2056, 0.2323, 0.1696, 0.2024, 0.2143, 0.2140],
  "e_homo_ev": -9.3,
  "e_above_lowest_kcal_mol": 19.97
}

Entry 2:
{
  "formula": "C6H10O",
  "method": "ωB97M-V/def2-TZVPD",
  "species": ["O", "C", "C", "C", "C", "C", "C", "H", "H", "H", "H", "H", "H", "H", "H", "H", "H"],
  "coordinates": [[0.55720, -1.54703, -0.38865], [-0.88165, 0.93390, -0.79836], [0.60332, 1.66401, 0.51002], [-1.52861, -0.28784, -0.16837], [-0.64670, -1.45095, 0.26674], [1.44180, -0.55908, 0.06217], [1.59621, 0.80092, 0.59311], [-0.89470, 0.84399, -1.91050], [-0.51958, -1.40932, 1.35749], [1.47114, -0.04848, -1.12724], [2.62334, 0.97207, 0.94551], [2.31964, -1.19666, 0.16189], [-1.12149, -2.40416, 0.02893], [-2.29284, -0.74537, -0.81326], [0.77418, 2.61432, 1.04365], [-2.07013, 0.00385, 0.74195], [-1.43114, 1.81583, -0.50506]],
  "nbo_charge": [-0.5018, -0.3621, -0.2197, -0.4809, -0.0599, -0.1352, -0.2740, 0.2231, 0.1566, 0.2053, 0.2293, 0.1971, 0.1843, 0.2110, 0.2094, 0.2069, 0.2106],
  "e_homo_ev": -8.3,
  "e_above_lowest_kcal_mol": 144.73
}

Entry 3:
{
  "formula": "C6H10O",
  "method": "ωB97M-V/def2-TZVPD",
  "species": ["O", "C", "C", "C", "C", "C", "C", "H", "H", "H", "H", "H", "H", "H", "H", "H", "H"],
  "coordinates": [[-0.64187, -2.16050, 0.26451], [0.61965, -0.01436, 0.49002], [-0.71554, -0.75306, 0.39020], [1.70092, -0.51404, -0.47066], [-1.07798, 1.24580, -0.65779], [-1.52802, -0.00349, -0.61380], [0.16940, 1.42946, 0.18485], [-2.41098, -0.42336, -1.08939], [-1.24772, -0.64194, 1.40512], [0.94099, 2.00857, -0.33322], [-1.56347, 2.06651, -1.17075], [2.64653, 0.00907, -0.27381], [-1.09489, -2.16479, 1.11226], [-0.07834, 1.96709, 1.11082], [1.42590, -0.32596, -1.51418], [1.87365, -1.58821, -0.35027], [0.98178, -0.13680, 1.51610]],
  "nbo_charge": [-0.7079, -0.2304, 0.0761, -0.6130, -0.1634, -0.2313, -0.4410, 0.2213, 0.1287, 0.2137, 0.2088, 0.2089, 0.4768, 0.2139, 0.2092, 0.2258, 0.2039],
  "e_homo_ev": -9.3,
  "e_above_lowest_kcal_mol": 22.17
}

Entry 4:
{
  "formula": "C6H10O",
  "method": "ωB97M-V/def2-TZVPD",
  "species": ["O", "C", "C", "C", "C", "C", "C", "H", "H", "H", "H", "H", "H", "H", "H", "H", "H"],
  "coordinates": [[0.79275, -0.55729, 1.19958], [-0.10709, 1.22207, -0.28708], [0.83038, 0.03996, -0.06496], [-1.60342, -0.35324, 0.79730], [2.19560, -0.04409, 0.37725], [0.04143, -0.76991, -1.07007], [-1.14493, 0.11591, -0.59568], [0.36192, -0.54493, -2.09147], [-0.01390, -1.84913, -0.90059], [-0.33208, 1.89877, 0.54388], [0.21242, 1.78345, -1.16761], [2.66747, 0.77968, 0.90508], [-1.92016, 0.32831, -1.34349], [-0.48903, -0.07039, 1.60684], [-1.96814, -1.40375, 0.78045], [2.83647, -0.86640, 0.07110], [-2.35969, 0.29097, 1.23947]],
  "nbo_charge": [-0.5331, -0.4248, 0.1880, -0.6509, -0.1252, -0.4178, -0.2205, 0.2074, 0.2160, 0.2141, 0.2104, 0.2095, 0.2060, 0.3045, 0.2054, 0.2089, 0.2022],
  "e_homo_ev": -8.7,
  "e_above_lowest_kcal_mol": 96.66
}

Entry 5:
{
  "formula": "C6H10O",
  "method": "ωB97M-V/def2-TZVPD",
  "species": ["O", "C", "C", "C", "C", "C", "C", "H", "H", "H", "H", "H", "H", "H", "H", "H", "H"],
  "coordinates": [[1.18184, -0.78198, 1.53777], [1.36386, 0.75952, 0.08763], [-2.13784, 0.34893, -0.97777], [1.07916, 0.65031, 1.59344], [-1.33877, -0.30041, 0.08153], [1.11066, -0.75666, 0.11348], [-0.26753, -1.19044, -0.43147], [2.39521, 1.03067, -0.14928], [-3.19832, 0.13432, -0.78475], [0.06118, 0.94939, 1.86398], [-0.45789, -2.18587, -0.00038], [-1.89866, 0.13526, -2.03327], [0.67839, 1.36642, -0.51119], [-0.19158, -1.29299, -1.53125], [1.88112, -1.39215, -0.33898], [1.80716, 1.09283, 2.27935], [-2.06801, 1.43286, -0.79883]],
  "nbo_charge": [-0.5204, -0.4593, -0.8079, -0.0648, 0.2001, 0.1372, -0.6195, 0.2159, 0.2701, 0.1982, 0.2727, 0.1760, 0.2005, 0.1723, 0.1855, 0.1776, 0.2660],
  "e_homo_ev": -8.2,
  "e_above_lowest_kcal_mol": 101.34
}

Entry 6:
{
  "formula": "C6H10O",
  "method": "ωB97M-V/def2-TZVPD",
  "species": ["O", "C", "C", "C", "C", "C", "C", "H", "H", "H", "H", "H", "H", "H", "H", "H", "H"],
  "coordinates": [[-0.71051, -1.80827, -0.48442], [1.86810, -0.62090, 0.07949], [0.27055, 1.38272, -0.36423], [-0.67709, -0.76204, 0.46967], [0.60406, 0.11953, 0.50226], [-1.27860, 1.48560, -0.38835], [-1.70299, 0.32112, 0.20185], [-2.83235, 0.07468, 0.47396], [-0.88664, -1.23971, 1.42982], [1.79252, -0.97564, -0.95484], [-0.66656, -1.41082, -1.36560], [0.71192, 0.44751, 1.54703], [2.05029, -1.49442, 0.71648], [2.73770, 0.04194, 0.14851], [-2.70272, 0.84754, -0.73000], [0.70564, 2.29476, 0.08386], [0.68055, 1.31025, -1.37668]],
  "nbo_charge": [-0.7023, -0.5977, -0.4798, 0.0488, -0.2527, -0.1479, -0.4722, 0.2352, 0.1895, 0.2051, 0.4637, 0.2100, 0.2172, 0.2112, 0.4155, 0.2366, 0.2199],
  "e_homo_ev": -8.5,
  "e_above_lowest_kcal_mol": 112.99
}

Entry 7:
{
  "formula": "C6H10O",
  "method": "ωB97M-V/def2-TZVPD",
  "species": ["O", "C", "C", "C", "C", "C", "C", "H", "H", "H", "H", "H", "H", "H", "H", "H", "H"],
  "coordinates": [[-1.24914, 0.82152, 2.64402], [2.07521, 0.27398, -0.02454], [-1.48645, -0.94098, -1.18808], [1.03506, -0.55266, -0.77714], [-1.01389, 1.45887, 1.44729], [-0.39856, -0.15683, -0.49193], [-0.68686, 0.78218, 0.37810], [-1.41109, -0.88069, -2.27927], [1.20230, -0.47385, -1.86119], [-1.10866, 2.54035, 1.52299], [3.08419, -0.09767, -0.23096], [1.14592, -1.62074, -0.53379], [-1.40314, -2.00153, -0.91355], [2.02435, 1.32639, -0.32674], [1.90904, 0.23926, 1.05885], [-1.24177, -0.12361, 2.45808], [-2.47651, -0.59398, -0.88214]],
  "nbo_charge": [-0.6822, -0.6049, -0.6335, -0.4278, 0.0680, 0.0024, -0.1027, 0.2159, 0.2095, 0.1975, 0.2105, 0.2082, 0.2141, 0.2121, 0.2119, 0.4763, 0.2247],
  "e_homo_ev": -8.7,
  "e_above_lowest_kcal_mol": 31.60
}

Entry 8:
{
  "formula": "C6H10O",
  "method": "ωB97M-V/def2-TZVPD",
  "species": ["O", "C", "C", "C", "C", "C", "C", "H", "H", "H", "H", "H", "H", "H", "H", "H", "H"],
  "coordinates": [[-0.00526, 1.77408, 0.07963], [1.11479, -0.69733, 1.55227], [-0.38829, 0.40801, -0.08321], [-0.29288, -0.30582, 1.28021], [0.66815, -0.37056, -0.88498], [1.72973, -0.70398, 0.18162], [-1.76574, 0.46362, -0.71766], [0.22750, -1.29711, -1.27583], [-1.71164, 1.02824, -1.65441], [-0.84466, 0.16222, 2.10222], [0.73734, 1.81874, 0.69539], [2.53669, 0.04737, 0.22309], [-2.15618, -0.53618, -0.93271], [1.03914, 0.21150, -1.73308], [-0.69375, -1.33996, 1.18726], [2.26813, -1.64777, 0.03433], [-2.46308, 0.98493, -0.05414]],
  "nbo_charge": [-0.7210, 0.1765, 0.2464, -0.6217, -0.4513, -0.6087, -0.6167, 0.2074, 0.2223, 0.2439, 0.4634, 0.2653, 0.2081, 0.2273, 0.2787, 0.2606, 0.2196],
  "e_homo_ev": -8.5,
  "e_above_lowest_kcal_mol": 67.38
}

Computed electronic energy (Eh) in order:
-309.81055 -309.61173 -309.80704 -309.68833 -309.68088 -309.66231 -309.79202 -309.73499